Below is C5H8N2 in the gas phase in a non-equilibrium geometry, with properties calculated with the ωB97M-V functional and the def2-TZVPD basis.

Geometry as ORCA input:
```
! wB97M-V def2-TZVPD RIJCOSX def2/J DEFGRID3
* xyz 0 1
C 0.27576 -0.93765 1.99548
C -0.67334 -0.97720 0.78995
C -0.26210 0.05830 -0.21921
C 0.56827 -0.09393 -1.30336
N 0.50124 1.06187 -2.02414
C -0.40655 1.86851 -1.37461
N -0.96779 1.25605 -0.36284
H -0.05377 -1.70878 2.69921
H 1.27145 -1.16797 1.62643
H 0.29950 -0.02332 2.58272
H -1.68013 -0.71807 1.11584
H -0.58080 -1.96234 0.34264
H 1.35567 -0.82947 -1.36346
H 1.21648 1.48417 -2.59465
H -0.86387 2.68983 -1.91001
*
```

Computed properties:
SMILES: CCc1c[nH]cn1
Kohn-Sham gap (eV): 9.56

Here are the Löwdin charges for atoms 1 to 2, given in e:
1 C -0.111
2 C -0.202


Below is C5H8N2 in the gas phase in a non-equilibrium geometry, with properties calculated with the ωB97M-V functional and the def2-TZVPD basis.

Geometry as ORCA input:
```
! wB97M-V def2-TZVPD RIJCOSX def2/J DEFGRID3
* xyz 0 1
C -0.68203 1.52722 -0.84570
C -0.66407 0.40826 0.20676
C -0.24231 -0.97429 -0.35599
N 1.17211 -1.27854 -0.15543
C 1.73339 -1.77086 0.92798
C 0.18870 0.83519 1.32638
N 0.85424 1.26261 2.17028
H 0.27144 1.59458 -1.37973
H -1.47926 1.34985 -1.57426
H -0.86171 2.49018 -0.36138
H -1.67523 0.29613 0.61341
H -0.47804 -1.00979 -1.42360
H -0.81303 -1.76560 0.13354
H 1.78833 -0.99844 -0.90974
H 0.88746 -1.96649 1.62747
*
```

Computed properties:
Kohn-Sham gap (eV): 9.05

Here are the Löwdin charges for atoms 1 to 2, given in e:
1 C -0.064
2 C -0.336


Below is C5H8N2 in the gas phase, with properties calculated with the ωB97M-V functional and the def2-TZVPD basis.

Geometry as ORCA input:
```
! wB97M-V def2-TZVPD RIJCOSX def2/J DEFGRID3
* xyz 0 1
C 1.09912 1.39735 1.48456
C 0.23701 0.81755 0.36803
C 0.95219 0.22882 -0.80251
N 0.22021 -0.76214 -1.20446
C -0.93552 -0.94514 -0.36426
N -1.77608 -2.01063 -0.79786
C -0.95442 -0.07268 0.67784
H 0.44471 1.80452 2.25880
H 1.73159 0.63216 1.94508
H 1.74588 2.20140 1.11268
H 1.86367 0.52577 -1.31085
H 0.40547 -1.34487 -2.01593
H -2.12456 -2.49762 0.02168
H -2.59607 -1.63309 -1.26682
H -0.31320 1.65860 -0.10599
*
```

Computed properties:
Kohn-Sham gap (eV): 7.89

Here are the Löwdin charges for atoms 1 to 2, given in e:
1 C -0.077
2 C -0.425


Below is 2 unconnected molecules or ions with the total composition C5H8N2, with properties calculated with the ωB97M-V functional and the def2-TZVPD basis.

Geometry as ORCA input:
```
! wB97M-V def2-TZVPD RIJCOSX def2/J DEFGRID3
* xyz 0 1
C -1.30296 2.55786 -0.58190
N -0.95846 0.47863 -0.64494
C 0.03256 0.09668 -1.51783
C 0.86255 -0.73096 -0.82844
C 0.28418 -0.83058 0.47922
C 0.78716 -1.62677 1.64195
N -0.81567 -0.11819 0.57128
H -0.29424 2.81210 -0.96189
H -1.17252 2.55303 0.51726
H -1.87781 0.83520 -0.91580
H 0.05630 0.47510 -2.52988
H 1.76364 -1.21070 -1.18423
H 1.79730 -1.31504 1.92896
H 0.82652 -2.69251 1.39193
H 0.12153 -1.49428 2.49812
*
```

Computed properties:
Kohn-Sham gap (eV): 9.08

Here are the Löwdin charges for atoms 1 to 2, given in e:
1 C 0.094
2 N -0.147


Below is C5H8N2 in the gas phase in a non-equilibrium geometry, with properties calculated with the ωB97M-V functional and the def2-TZVPD basis.

Geometry as ORCA input:
```
! wB97M-V def2-TZVPD RIJCOSX def2/J DEFGRID3
* xyz 0 1
C 2.30930 -0.78065 -0.09514
N 1.14182 0.08553 -0.13494
C 0.76344 1.36917 -0.28074
C -0.61634 1.37690 -0.14655
C -0.99219 0.03948 0.08460
C -2.33029 -0.60493 0.32088
N 0.08382 -0.70923 0.09006
H 3.08416 -0.41319 0.60483
H 2.81533 -0.82741 -1.07873
H 1.52492 -1.60683 0.20397
H 1.47380 2.16482 -0.46324
H -1.28522 2.21618 -0.20590
H -2.41245 -1.54477 -0.23048
H -3.13042 0.05643 -0.00209
H -2.47998 -0.83356 1.37882
*
```

Computed properties:
SMILES: Cc1ccn(C)n1
Kohn-Sham gap (eV): 10.10

Here are the Löwdin charges for atoms 1 to 2, given in e:
1 C -0.031
2 N -0.218


Below is 2 unconnected molecules or ions with the total composition C5H8N2, with properties calculated with the ωB97M-V functional and the def2-TZVPD basis.

Geometry as ORCA input:
```
! wB97M-V def2-TZVPD RIJCOSX def2/J DEFGRID3
* xyz 0 1
C -1.29261 1.09152 -0.52867
C -0.63266 -0.04275 0.15541
C 1.63258 0.33688 -0.95532
C 2.08674 -0.34544 0.09902
N 2.20146 -0.95522 1.13351
C -0.45661 -0.66482 1.32017
N -0.71242 -1.46889 0.03400
H -0.93222 2.04049 -0.12409
H -1.12523 1.06638 -1.60699
H -2.37493 1.03231 -0.34776
H 1.77834 1.41279 -1.00773
H 1.40721 -0.20704 -1.86859
H -1.00745 -0.61673 2.25083
H 1.13393 -0.96092 1.52236
H -1.70612 -1.71857 -0.07616
*
```

Computed properties:
SMILES: CC1=CN1.C=C=N
Kohn-Sham gap (eV): 8.93

Here are the Löwdin charges for atoms 1 to 2, given in e:
1 C -0.043
2 C -0.368


Below is a molecular structure, C5H8N2, with properties calculated with the ωB97M-V functional and the def2-TZVPD basis.

Geometry as ORCA input:
```
! wB97M-V def2-TZVPD RIJCOSX def2/J DEFGRID3
* xyz 0 1
C -0.62721 0.25380 2.03829
C -0.11581 0.48617 0.64241
C 1.30938 0.19560 0.27650
N 0.23209 -0.68269 -0.11610
C -0.22514 -1.02279 -1.33915
C -1.50480 -0.48483 -1.86668
N -0.72089 0.31452 -2.54649
H -0.06719 -0.55906 2.51190
H -1.68434 -0.02665 2.01022
H -0.51990 1.15770 2.64485
H -0.60171 1.26865 0.06041
H 1.75316 0.78793 -0.52076
H 1.99846 -0.17659 1.03398
H 0.32539 0.25181 -2.59744
H 0.39356 -1.72218 -1.89847
*
```

Computed properties:
Kohn-Sham gap (eV): 8.74

Here are the Löwdin charges for atoms 1 to 2, given in e:
1 C -0.044
2 C -0.308


Below is C5H8N2 in the gas phase, with properties calculated with the ωB97M-V functional and the def2-TZVPD basis.

Geometry as ORCA input:
```
! wB97M-V def2-TZVPD RIJCOSX def2/J DEFGRID3
* xyz 0 1
C -2.46341 -0.27578 -0.36248
N -1.20741 0.07882 0.26360
C -0.09717 -0.69263 0.15928
C 0.99876 0.12455 0.26276
C 2.41787 -0.28758 0.01648
C 0.42698 1.40732 0.45688
N -0.89743 1.37609 0.43111
H -2.55462 0.29124 -1.29321
H -3.32171 -0.07235 0.27823
H -2.42285 -1.34008 -0.60384
H -0.17464 -1.76242 0.01656
H 3.00067 0.54568 -0.38698
H 2.43134 -1.08455 -0.73571
H 2.92860 -0.66432 0.90802
H 0.93502 2.35601 0.58932
*
```

Computed properties:
SMILES: Cc1cnn(C)c1
Kohn-Sham gap (eV): 9.88

Here are the Löwdin charges for atoms 1 to 2, given in e:
1 C -0.030
2 N -0.228


Looking at energy for the records above, in order, we have -304.8219 -304.7321 -304.7115 -304.6586 -304.7774 -304.6326 -304.6337 -304.8081 Eh.
Looking at relative energy (zero: lowest compared OMol25 entry of this formula, charge and spin) for the records above, in order, we have 35.8 271.4 325.6 464.5 152.5 532.6 529.7 71.8 kJ/mol.